[1]
Below is a molecular structure, C56H72N8O4, with properties calculated with ωB97M-V/def2-TZVPD.

Structure (XYZ):
```
140
Properties=species:S:1:pos:R:3:mulliken_charge:R:1
C 2.755 -1.314 4.284 -0.55
C 4.122 -1.584 3.710 -0.28
C 4.279 -0.366 2.711 -0.94
O 2.936 0.238 2.639 0.74
C 2.328 0.039 3.898 -0.55
H 2.770 -1.222 5.370 0.54
H 2.074 -2.142 4.087 0.42
H 4.121 -2.533 3.172 -0.62
H 5.000 -1.535 4.355 0.56
H 4.601 -0.597 1.696 0.32
H 4.961 0.390 3.099 0.31
H 1.241 0.114 3.906 -0.29
H 2.611 0.837 4.584 1.13
C -2.289 3.581 1.737 -0.71
C -2.925 2.771 2.863 -0.59
C -1.981 1.574 2.891 -0.22
O -1.856 1.257 1.518 -0.23
C -1.728 2.462 0.777 0.86
H -1.439 4.232 1.943 -0.43
H -3.015 4.170 1.177 0.50
H -3.871 2.404 2.464 0.27
H -3.048 3.163 3.873 0.54
H -2.279 0.665 3.413 0.65
H -1.024 1.812 3.356 0.22
H -2.418 2.466 -0.067 0.11
H -0.737 2.750 0.427 -0.15
C 2.240 2.484 3.083 0.75
C 1.552 3.724 3.670 -1.60
C 0.799 4.323 2.427 -0.73
O 0.278 3.085 1.857 0.43
C 0.940 1.954 2.384 -1.49
H 2.666 1.743 3.759 0.54
H 2.957 2.752 2.306 -0.37
H 2.317 4.405 4.042 0.52
H 0.820 3.519 4.452 0.32
H 1.422 4.937 1.778 0.26
H -0.113 4.888 2.620 0.63
H 1.078 1.155 1.656 0.59
H 0.294 1.518 3.146 0.05
C -4.511 -0.601 -4.529 -0.77
C -4.104 -0.360 -3.096 -0.35
C -2.551 -0.595 -3.119 1.34
O -2.445 -1.528 -4.205 -0.32
C -3.416 -1.269 -5.225 -0.75
H -4.731 0.337 -5.038 0.30
H -5.324 -1.324 -4.453 0.36
H -4.476 -1.122 -2.412 0.67
H -4.262 0.669 -2.774 -0.30
H -2.273 -1.088 -2.187 -1.48
H -2.053 0.367 -3.237 -0.12
H -3.667 -2.238 -5.655 0.42
H -2.985 -0.648 -6.011 0.24
N -0.208 -2.058 0.319 0.43
C 0.851 -1.452 0.878 -1.41
C 1.063 -0.082 0.770 0.57
C 0.176 0.721 0.056 1.13
C -1.001 0.112 -0.473 2.05
C -1.096 -1.244 -0.408 -2.04
H 1.464 -2.094 1.493 0.54
H 1.957 0.287 1.251 -1.13
H 0.520 1.720 -0.170 -0.47
H -1.668 0.623 -1.152 0.03
H -1.793 -1.802 -1.015 1.63
N -2.285 1.429 -1.701 0.74
C -3.278 2.297 -1.509 -0.33
C -3.387 3.496 -2.229 -1.11
C -2.288 3.847 -3.029 -1.00
C -1.162 3.053 -3.084 -1.47
C -1.192 1.799 -2.420 0.71
H -4.117 1.954 -0.921 0.52
H -4.249 4.113 -2.024 0.47
H -2.395 4.858 -3.395 0.37
H -0.371 3.358 -3.754 0.44
H -0.384 1.083 -2.431 0.18
N 3.707 -5.183 0.393 -0.70
C 2.514 -4.700 -0.041 -0.63
C 1.658 -3.942 0.758 0.58
C 2.121 -3.707 2.055 -0.76
C 3.377 -4.172 2.543 -0.63
C 4.129 -4.899 1.665 -0.94
H 2.204 -5.193 -0.951 0.48
H 0.706 -3.539 0.444 0.94
H 1.442 -3.185 2.713 1.18
H 3.663 -3.909 3.551 0.71
H 5.146 -5.179 1.895 0.39
N -1.312 -4.442 -1.603 -0.69
C -0.796 -4.022 -0.448 -0.88
C -1.585 -3.652 0.638 -0.10
C -2.913 -3.469 0.434 0.10
C -3.431 -3.801 -0.796 -0.57
C -2.631 -4.368 -1.793 -0.86
H 0.264 -4.219 -0.383 0.99
H -1.109 -3.324 1.550 0.16
H -3.519 -3.081 1.240 0.51
H -4.431 -3.403 -0.891 0.61
H -2.960 -4.329 -2.821 0.53
N 2.323 -0.925 -1.950 0.38
C 2.928 -1.968 -2.573 -0.51
C 2.220 -2.985 -3.224 -1.50
C 0.775 -2.959 -3.186 -0.75
C 0.166 -1.864 -2.614 0.51
C 0.977 -0.885 -2.004 0.46
H 3.991 -2.149 -2.507 0.42
H 2.660 -3.820 -3.748 0.42
H 0.169 -3.738 -3.624 0.50
H -0.909 -1.800 -2.543 -0.53
H 0.581 -0.006 -1.517 -0.79
N 3.173 1.764 0.786 0.58
C 3.022 0.857 -0.248 0.68
C 4.103 0.032 -0.693 -0.07
C 5.276 0.094 0.041 -1.51
C 5.498 1.012 1.101 -1.18
C 4.398 1.823 1.435 -0.90
H 2.072 1.003 -0.741 0.30
H 3.885 -0.590 -1.549 0.27
H 6.126 -0.534 -0.183 0.42
H 6.410 1.189 1.652 0.51
H 4.466 2.643 2.135 0.52
N -5.174 -0.917 -0.908 -0.50
C -6.222 -0.599 -0.175 -0.97
C -6.066 -0.111 1.127 -0.84
C -4.769 0.148 1.592 -0.96
C -3.664 -0.133 0.806 0.84
C -3.925 -0.686 -0.402 0.79
H -7.171 -0.567 -0.689 0.45
H -6.918 0.249 1.686 0.48
H -4.684 0.702 2.516 0.44
H -2.705 0.009 1.282 -0.20
H -3.093 -1.009 -1.010 -0.28
N 0.609 2.080 -1.872 1.25
C 1.133 1.356 -2.875 -0.22
C 2.435 1.765 -3.321 -1.17
C 3.279 2.589 -2.501 -0.97
C 2.692 3.123 -1.332 -0.59
C 1.343 2.908 -1.088 -0.66
H 0.423 0.826 -3.492 0.51
H 2.789 1.247 -4.200 0.51
H 4.319 2.652 -2.785 0.41
H 3.214 3.769 -0.642 0.51
H 0.801 3.388 -0.286 0.93
```

Results
energy relative to the best compared isomer or geometry (same formula, charge and spin) = 29.662 eV
Kohn-Sham gap = 7.07 eV
highest occupied orbital energy = -7.2 eV

=====

[2]
Below is 11 unconnected molecules or ions with the total composition C56H80B5F20N10O2, with properties calculated with ωB97M-V/def2-TZVPD.

Structure (XYZ):
```
173
Properties=species:S:1:pos:R:3:mulliken_charge:R:1
C 1.886 -26.984 5.057 -0.95
N 1.453 -26.361 3.835 0.07
C 1.092 -25.033 3.903 -0.38
C 0.551 -24.342 2.786 -0.69
C 0.277 -24.956 1.635 0.92
C 0.626 -26.379 1.597 -0.86
C 1.228 -27.000 2.725 -0.09
C -0.340 -24.159 0.503 1.12
C -1.117 -23.014 0.690 -0.72
C -1.737 -22.281 -0.406 -0.43
N -1.687 -22.896 -1.618 0.23
C -0.788 -23.917 -1.876 -0.47
C -0.179 -24.570 -0.781 -0.64
C -2.433 -22.246 -2.795 -0.76
H 1.456 -26.423 5.887 0.36
H 2.974 -26.931 5.097 0.31
H 1.489 -27.999 5.053 0.39
H 1.252 -24.480 4.817 0.39
H 0.348 -23.299 2.980 0.31
H 0.523 -26.891 0.652 0.33
H 1.496 -28.045 2.669 0.44
H -1.207 -22.664 1.708 0.29
H -2.504 -21.534 -0.266 0.40
H -0.646 -24.307 -2.873 0.53
H 0.366 -25.491 -0.924 0.24
H -2.084 -22.572 -3.774 -0.16
H -2.569 -21.167 -2.722 0.40
H -3.452 -22.632 -2.761 0.40
C 1.169 -15.697 -13.160 -0.89
N 0.735 -16.016 -11.789 0.03
C -0.509 -15.863 -11.373 -0.22
C -0.888 -15.980 -10.013 -0.37
C 0.022 -16.655 -9.098 0.89
C 1.331 -16.740 -9.575 -0.91
C 1.678 -16.466 -10.918 -0.61
C -0.325 -17.016 -7.711 1.05
C 0.434 -18.026 -6.988 -0.77
C 0.200 -18.266 -5.645 -0.66
N -0.742 -17.491 -4.994 0.30
C -1.586 -16.636 -5.678 -0.62
C -1.318 -16.369 -7.028 -0.51
C -0.845 -17.632 -3.492 -0.78
H 1.821 -16.517 -13.460 0.38
H 1.695 -14.742 -13.174 0.34
H 0.276 -15.633 -13.782 0.33
H -1.185 -15.438 -12.100 0.55
H -1.928 -15.856 -9.751 0.06
H 2.123 -16.908 -8.860 0.63
H 2.698 -16.472 -11.272 0.55
H 1.253 -18.547 -7.461 0.58
H 0.755 -18.876 -4.948 0.54
H -2.322 -16.105 -5.091 0.50
H -2.037 -15.783 -7.582 0.62
H -1.790 -17.166 -3.216 0.16
H 0.019 -17.159 -3.025 0.35
H -0.988 -18.701 -3.334 0.37
C -8.760 -13.414 -3.513 -1.05
N -8.453 -14.670 -2.875 0.12
C -7.394 -14.832 -2.058 -0.43
C -7.193 -16.081 -1.476 -0.28
C -8.061 -17.118 -1.781 0.46
C -9.192 -16.865 -2.530 -0.36
C -9.430 -15.566 -3.024 -0.81
C -7.915 -18.502 -1.185 0.31
C -6.718 -19.249 -1.244 -0.58
C -6.759 -20.641 -0.998 -0.67
N -7.883 -21.207 -0.509 0.32
C -8.972 -20.467 -0.261 -0.19
C -9.013 -19.123 -0.580 -0.68
C -7.889 -22.581 -0.013 -1.04
H -7.885 -12.764 -3.508 0.29
H -9.483 -12.914 -2.869 0.47
H -9.148 -13.568 -4.520 0.38
H -6.702 -14.015 -1.919 0.52
H -6.278 -16.240 -0.923 0.50
H -10.011 -17.564 -2.616 0.67
H -10.314 -15.163 -3.495 0.51
H -5.801 -18.839 -1.642 0.47
H -5.876 -21.251 -1.120 0.72
H -9.875 -20.835 0.202 0.44
H -9.907 -18.517 -0.566 0.67
H -8.962 -22.763 -0.085 0.36
H -7.520 -22.565 1.012 0.34
H -7.331 -23.246 -0.672 0.43
C -3.172 -19.411 -12.418 -1.28
N -3.488 -20.706 -11.905 0.55
C -4.167 -20.860 -10.760 -0.46
C -4.517 -22.184 -10.430 0.19
C -4.277 -23.363 -11.169 0.57
C -3.747 -23.054 -12.486 -1.13
C -3.173 -21.773 -12.793 -0.51
C -4.509 -24.817 -10.786 1.02
C -5.037 -25.224 -9.518 -0.43
C -5.214 -26.604 -9.173 -0.42
N -4.667 -27.539 -10.045 0.11
C -4.228 -27.224 -11.256 -0.23
C -4.262 -25.922 -11.691 -0.91
C -4.459 -28.931 -9.599 -1.00
H -3.135 -19.528 -13.502 0.33
H -2.224 -19.145 -11.951 0.47
H -3.893 -18.641 -12.145 0.42
H -4.384 -19.883 -10.354 0.80
H -4.971 -22.331 -9.461 0.05
H -3.533 -23.851 -13.182 0.37
H -2.702 -21.622 -13.753 0.47
H -5.224 -24.505 -8.734 0.43
H -5.589 -26.886 -8.200 0.52
H -3.771 -28.036 -11.802 0.44
H -3.672 -25.814 -12.589 0.28
H -4.221 -28.857 -8.538 0.38
H -3.610 -29.409 -10.086 0.39
H -5.350 -29.528 -9.792 0.34
C 0.642 -22.351 -11.684 -1.26
C 0.933 -23.344 -10.534 0.29
C 0.406 -22.766 -9.250 -0.56
O 0.422 -23.757 -8.308 -0.48
C 0.196 -23.233 -6.990 -0.41
N 0.396 -24.731 -10.823 -0.18
H -0.421 -24.832 -11.409 0.28
H 1.134 -25.343 -11.140 0.43
H 0.096 -25.116 -9.939 0.34
H -0.419 -22.234 -11.902 0.12
H 1.128 -22.480 -12.652 0.46
H 0.934 -21.315 -11.512 0.40
H 1.976 -23.651 -10.447 0.34
H -0.515 -22.184 -9.298 0.24
H 1.138 -22.042 -8.893 0.38
H 0.407 -23.969 -6.214 0.29
H -0.870 -23.018 -6.921 -0.06
H 0.885 -22.422 -6.752 0.40
C -6.678 -18.576 -4.968 -1.19
C -5.785 -19.324 -6.093 -0.35
C -4.231 -19.333 -5.758 -0.37
O -3.610 -20.137 -6.801 0.22
C -2.342 -20.537 -6.495 0.11
N -6.296 -20.736 -6.496 0.76
H -7.133 -20.616 -7.049 0.25
H -5.548 -21.223 -6.968 -0.15
H -6.457 -21.379 -5.734 0.19
H -6.358 -17.563 -4.724 0.34
H -6.762 -19.229 -4.099 0.08
H -7.687 -18.283 -5.257 0.56
H -5.911 -18.874 -7.078 0.44
H -4.369 -19.724 -4.750 0.33
H -3.837 -18.321 -5.847 0.07
H -1.759 -20.745 -7.392 -0.14
H -2.396 -21.575 -6.164 -0.11
H -1.819 -19.966 -5.729 -0.06
B -4.692 -14.669 -4.258 0.22
F -3.658 -14.225 -5.171 -0.38
F -5.944 -14.703 -4.923 -0.38
F -4.537 -16.023 -3.816 -0.09
F -4.741 -13.897 -3.139 -0.28
B -3.518 -24.478 -6.148 0.14
F -4.499 -25.013 -5.354 -0.35
F -3.976 -23.277 -6.646 -0.10
F -2.348 -24.236 -5.370 -0.19
F -3.205 -25.224 -7.232 -0.29
B -8.093 -20.487 -9.692 0.39
F -7.283 -19.992 -10.721 -0.41
F -9.344 -20.939 -10.136 -0.33
F -7.383 -21.409 -9.029 -0.26
F -8.308 -19.422 -8.855 -0.39
B -4.517 -16.215 -9.656 -0.04
F -4.190 -14.896 -9.551 -0.34
F -5.889 -16.349 -9.943 -0.37
F -3.757 -16.714 -10.676 -0.22
F -4.276 -16.854 -8.505 0.14
B -8.683 -21.552 -4.060 0.21
F -8.816 -21.557 -5.448 -0.35
F -9.406 -20.607 -3.431 -0.25
F -9.248 -22.718 -3.580 -0.36
F -7.331 -21.660 -3.784 -0.26
```

Results
charge = +4
Kohn-Sham gap (spin up / spin down) = 2.80 / 6.08 eV
highest occupied orbital energy (spin up / spin down) = -12.4 / -15.6 eV
⟨S²⟩ = 0.771
2S+1 = 2

=====

[3]
Below is a molecular structure, C56H80FN4O4P2RbS, with properties calculated with ωB97M-V/def2-TZVPD.

Structure (XYZ):
```
149
Properties=species:S:1:pos:R:3:mulliken_charge:R:1
Rb -0.222 0.656 -0.216 0.78
C 0.918 -2.444 -2.389 0.54
C 0.703 -3.684 -1.524 1.28
C 0.487 -4.925 -2.395 -2.14
P -0.465 -3.160 -0.127 1.50
C -1.000 -4.856 0.529 0.36
C -1.425 -4.697 1.989 -1.44
C -2.093 -5.574 -0.258 -1.57
C -2.002 -2.608 -0.952 0.26
C -2.475 -2.912 -2.216 0.43
C -3.678 -2.398 -2.691 1.00
C -4.191 -2.805 -4.050 -1.91
C -4.393 -1.528 -1.867 -1.03
C -3.950 -1.209 -0.601 -0.04
C -2.757 -1.765 -0.091 -1.72
N -2.220 -1.525 1.124 0.68
C -2.904 -1.506 2.274 -0.65
C -4.168 -2.125 2.455 -0.60
C -4.730 -2.268 3.702 -1.20
C -4.071 -1.829 4.849 0.83
C -4.694 -1.972 6.215 -1.66
C -2.840 -1.200 4.690 -0.59
C -2.271 -0.980 3.444 -0.08
P -0.832 0.071 3.045 1.15
C -1.363 1.730 3.784 0.76
C -2.276 2.358 2.728 -1.99
C -2.061 1.797 5.142 -1.87
C 0.583 -0.520 4.141 1.33
C 0.738 -2.008 3.834 -1.46
C 0.608 -0.255 5.644 -1.67
H 1.629 -2.658 -3.191 0.81
H 1.325 -1.627 -1.792 -1.07
H -0.024 -2.108 -2.818 -1.12
H 1.640 -3.862 -0.979 -0.02
H -0.331 -4.801 -3.106 0.25
H 0.300 -5.812 -1.792 0.45
H 1.399 -5.102 -2.974 0.50
H -0.084 -5.461 0.507 0.74
H -2.329 -4.094 2.062 0.23
H -0.646 -4.188 2.554 0.19
H -1.619 -5.669 2.452 0.50
H -3.020 -5.002 -0.230 0.21
H -2.282 -6.559 0.183 0.51
H -1.817 -5.717 -1.301 0.27
H -1.910 -3.569 -2.865 -0.19
H -3.389 -3.263 -4.630 0.32
H -4.576 -1.949 -4.610 0.36
H -5.000 -3.538 -3.967 0.37
H -5.319 -1.093 -2.234 0.31
H -4.500 -0.508 0.017 0.54
H -4.678 -2.515 1.584 0.39
H -5.699 -2.752 3.795 0.23
H -5.625 -2.538 6.159 0.38
H -4.926 -0.993 6.647 0.30
H -4.025 -2.484 6.912 0.31
H -2.324 -0.878 5.586 0.41
H -0.432 2.309 3.832 0.46
H -3.213 1.797 2.675 0.27
H -1.809 2.336 1.744 0.45
H -2.499 3.398 2.977 0.53
H -3.017 1.277 5.095 0.37
H -2.257 2.841 5.405 0.46
H -1.469 1.355 5.941 0.33
H 1.446 0.001 3.706 -0.54
H -0.082 -2.575 4.278 0.22
H 1.683 -2.396 4.222 0.60
H 0.714 -2.161 2.752 -0.04
H -0.239 -0.713 6.154 0.22
H 0.618 0.815 5.850 0.32
H 1.521 -0.682 6.072 0.48
C 3.286 -3.528 1.509 -1.50
C 4.168 -2.321 1.173 1.55
C 5.524 -2.438 1.875 -1.81
C 4.322 -2.156 -0.328 1.07
C 4.843 -3.202 -1.066 -0.34
C 4.912 -3.154 -2.450 -1.42
C 4.426 -2.028 -3.092 -0.10
C 3.910 -0.938 -2.405 -0.20
C 3.439 0.216 -3.286 1.27
C 2.495 1.238 -2.661 -1.34
C 4.655 0.954 -3.864 -2.02
C 3.864 -0.967 -0.983 -0.54
N 3.271 0.030 -0.285 1.04
C 3.837 0.766 0.659 0.13
C 5.241 0.942 0.831 -1.09
C 5.767 1.767 1.803 -0.97
C 4.943 2.469 2.674 -0.75
C 3.563 2.337 2.532 -0.47
C 3.049 1.529 1.557 -0.19
F 1.684 1.422 1.465 0.77
H 3.176 -3.625 2.590 0.48
H 3.714 -4.456 1.127 0.34
H 2.292 -3.400 1.078 -0.05
H 3.661 -1.436 1.559 -0.63
H 6.087 -3.294 1.496 0.31
H 5.386 -2.567 2.950 0.45
H 6.109 -1.534 1.713 0.37
H 5.196 -4.092 -0.554 0.24
H 5.323 -3.982 -3.018 0.33
H 4.442 -1.995 -4.179 0.45
H 2.906 -0.255 -4.129 0.08
H 2.981 1.798 -1.868 0.51
H 1.614 0.759 -2.242 -0.39
H 2.176 1.952 -3.426 0.52
H 5.207 1.434 -3.056 0.38
H 4.333 1.724 -4.570 0.44
H 5.325 0.270 -4.387 0.45
H 5.893 0.413 0.145 0.65
H 6.845 1.877 1.887 0.33
H 5.356 3.110 3.441 0.39
H 2.884 2.872 3.185 0.47
O -0.991 0.203 -3.088 -0.27
S -1.571 0.311 -4.426 0.24
C -0.721 1.716 -5.295 -0.58
C 0.383 1.141 -6.165 -0.04
C -0.130 -0.195 -6.698 -0.88
C -0.683 -0.932 -5.492 0.08
H -0.358 2.395 -4.525 0.22
H -1.496 2.212 -5.881 0.45
H 1.270 0.961 -5.554 -0.34
H 0.650 1.819 -6.979 0.46
H 0.677 -0.755 -7.178 0.38
H -0.921 -0.036 -7.436 0.35
H 0.115 -1.334 -4.868 -0.25
H -1.385 -1.724 -5.747 0.42
C -0.566 5.551 2.208 -1.06
C -1.649 5.843 1.173 -1.36
C -1.191 5.652 -0.291 2.53
C -2.331 6.092 -1.223 -1.37
C -2.055 5.743 -2.683 -1.27
C 0.015 6.541 -0.528 -0.30
O -0.069 7.751 -0.698 -0.74
N 1.204 5.905 -0.488 0.14
C 1.419 4.475 -0.555 -0.27
O 2.583 4.126 -0.609 -0.76
N 0.348 3.689 -0.581 0.61
C -0.899 4.145 -0.490 -0.24
O -1.870 3.388 -0.543 -0.80
H -0.984 5.573 3.216 0.46
H 0.235 6.289 2.158 0.43
H -0.131 4.566 2.034 0.00
H -2.010 6.871 1.289 0.47
H -2.493 5.166 1.325 0.36
H -2.457 7.172 -1.116 0.48
H -3.251 5.598 -0.906 0.43
H -1.118 6.191 -3.015 0.30
H -2.859 6.097 -3.329 0.48
H -1.971 4.663 -2.791 0.20
H 2.041 6.460 -0.604 0.30
```

Results
charge = -2
energy relative to the best compared isomer or geometry (same formula, charge and spin) = 1.027 eV
Kohn-Sham gap = 4.75 eV
highest occupied orbital energy = -1.4 eV

=====

In hartree/bohr, the max |F| values for the records above are, in order, 0.1727, 0.1036, 0.0248.